Entry 1:
C4H4S3 in the gas phase in a non-equilibrium geometry. Source: the OMol25 dataset; level of theory: ωB97M-V/def2-TZVPD.

Structure (XYZ):
```
11
Properties=species:S:1:pos:R:3:forces:R:3
C 0.147052 1.399333 -0.257396 -0.143 1.423 1.270
C -0.324303 0.204206 -0.166832 3.319 -1.632 -0.140
C 1.631464 -0.960916 0.044119 -3.386 0.432 0.573
C -1.556131 -0.567623 -0.047963 -0.090 4.023 -0.389
S 1.315067 -2.507043 0.342981 0.620 0.294 -0.371
S 1.763460 1.967558 -0.004189 1.315 -0.316 -0.218
S 2.885613 0.125018 0.250144 -0.997 0.660 -0.456
H -0.417779 2.333659 -0.044718 -0.242 -0.544 -0.633
H -2.107837 0.025205 0.726391 -0.099 -1.216 -0.445
H -1.296689 -1.531650 0.168159 0.266 -2.822 0.964
H -2.039920 -0.487742 -1.010701 -0.562 -0.303 -0.153
```
Positions in Å, forces in eV/Å.

Computed properties:
LUMO level: -0.0093 Eh
Total charge: 0
Maximum force: 0.0786 hartree/bohr
Energy relative to the best compared isomer or geometry (same formula, charge and spin): 70.9 kcal per mole
E_HOMO: -8.00 eV

Mulliken population analysis, charges in e, atoms 1 to 4: C -0.20; C 0.23; C 0.19; C -0.93

Entry 2:
A molecular structure, C4H5AgO2 in a non-equilibrium geometry. Source: the OMol25 dataset; level of theory: ωB97M-V/def2-TZVPD.

Structure (XYZ):
```
12
Properties=species:S:1:pos:R:3:forces:R:3
O -1.697640 0.954404 -0.020820 3.827 -1.372 0.589
C -0.661781 0.449285 0.278063 -1.592 2.154 1.215
Ag -3.622447 0.898536 -0.550102 -2.610 -0.029 -0.698
H 1.001128 -0.358349 -0.190057 0.138 -0.259 1.223
O 3.565077 1.474872 2.223019 -1.424 -0.947 -0.346
C 2.715628 0.364551 2.012569 -1.565 1.681 -0.626
C 1.356309 0.852064 1.642902 -0.320 0.256 0.258
C 0.568218 0.172429 0.706874 0.552 -0.284 -2.709
H 4.434739 1.160113 2.484203 1.405 -0.190 0.428
H 2.643114 -0.237927 2.938409 0.815 -0.309 0.429
H 3.109430 -0.298905 1.223507 0.648 -0.300 0.140
H 0.952122 1.722825 2.162075 0.125 -0.400 0.097
```
Positions in Å, forces in eV/Å.

Computed properties:
LUMO level (spin up / spin down): -0.3069 / -0.4942 Eh
<S²>: 2.026
Total charge: +2
Maximum force: 0.0799 hartree/bohr
Multiplicity: 3
Energy relative to the best compared isomer or geometry (same formula, charge and spin): 0.0 kcal per mole
E_HOMO (spin up / spin down): -15.90 / -18.74 eV

Mulliken population analysis, charges in e, atoms 1 to 4: O -0.50; C 0.50; Ag 1.06; H 0.28

Entry 3:
A molecular structure, C4H5AlLiO2 in a non-equilibrium geometry. Source: the OMol25 dataset; level of theory: ωB97M-V/def2-TZVPD.

Structure (XYZ):
```
13
Properties=species:S:1:pos:R:3:forces:R:3
H -0.391657 2.216277 0.826740 -0.067 -0.221 -0.432
C -0.431585 1.580041 -0.070861 4.471 -0.094 1.083
C 0.722432 1.051378 -0.547824 -1.521 1.108 -0.029
O -1.636754 1.353494 -0.566259 2.074 -2.770 -1.641
Al -3.006333 2.139389 -0.306325 -4.959 2.826 0.761
H 1.673271 1.385127 -0.131025 -0.357 -0.380 -0.023
H 0.724028 0.485135 -1.485598 0.129 0.057 0.335
C 1.307391 -1.892926 0.911258 -0.940 -0.866 -0.109
C 0.123752 -2.114570 0.369140 1.252 1.594 -0.025
O -0.887835 -1.970234 -0.220608 -0.158 -0.490 0.137
Li -1.750048 -0.414579 -1.084396 0.280 -0.654 0.035
H 1.355768 -1.700725 1.984101 0.061 -0.106 -0.338
H 2.197574 -2.117811 0.321659 -0.265 -0.002 0.245
```
Positions in Å, forces in eV/Å.

Computed properties:
LUMO level: -0.1490 Eh
Total charge: +1
Maximum force: 0.1120 hartree/bohr
Energy relative to the best compared isomer or geometry (same formula, charge and spin): 4.4 kcal per mole
E_HOMO: -12.73 eV

Mulliken population analysis, charges in e, atoms 1 to 4: H 0.30; C 0.47; C -1.03; O -0.30